{"formula": "C16H40BBrCl4FMgN3O6Si", "method": "the ωB97M-V functional and the def2-TZVPD basis", "lumo_ev": -5.6, "homo_ev": -6.979, "total_energy_ha": -6277.958302, "homo_lumo_gap_ev": 1.35, "elements": ["H", "C", "C", "H", "C", "H", "Br", "Cl", "F", "O", "C", "H", "B", "H", "C", "H", "H", "H", "N", "H", "H", "H", "Cl", "H", "C", "O", "C", "H", "H", "C", "O", "H", "H", "H", "C", "H", "Mg", "C", "O", "H", "H", "H", "O", "C", "H", "H", "H", "H", "N", "Si", "H", "H", "H", "H", "H", "H", "H", "H", "H", "H", "H", "C", "H", "C", "O", "C", "H", "H", "C", "Cl", "N", "H", "Cl", "C"], "coordinates": [[-5.966, -4.635, -1.677], [1.510, 5.151, 1.093], [-3.207, -4.802, -2.900], [-2.229, -5.412, -0.296], [0.920, -1.449, -1.955], [-1.155, -2.642, 1.820], [3.879, 8.084, 6.207], [6.789, -4.695, -1.224], [-4.409, -1.780, -4.994], [-1.025, -1.900, -4.020], [-3.714, 0.525, -2.398], [2.310, 7.109, 1.203], [-0.937, -2.589, -2.830], [-2.601, -0.734, -1.098], [-3.586, -0.767, -1.587], [0.588, -2.932, 1.609], [-3.468, -2.996, 0.150], [2.550, 5.421, 5.913], [0.440, -2.773, -2.236], [0.975, 2.016, 1.879], [-2.660, -4.711, 1.221], [-5.792, 0.548, -2.868], [4.263, -3.343, -0.928], [-5.065, 2.134, -2.745], [-0.377, -3.389, 1.799], [-5.011, -4.656, -1.521], [5.988, -3.297, -0.515], [-4.303, -0.704, -0.775], [0.078, -0.861, -1.563], [2.741, 5.785, 4.899], [3.666, 4.945, 4.286], [-0.303, -3.842, 2.773], [3.224, 5.934, 2.142], [5.620, 4.400, 4.201], [2.216, 6.243, 1.860], [0.686, 6.275, 4.766], [1.976, -0.051, -0.642], [0.767, 2.935, 1.331], [1.485, 6.707, 2.985], [-5.402, 1.276, -1.279], [0.652, -3.825, -4.096], [2.013, -2.823, -3.702], [1.684, 3.906, 1.757], [1.450, 5.851, 4.113], [1.695, -1.541, -1.154], [1.132, 4.841, 3.836], [1.280, -0.921, -2.847], [5.083, 4.940, 5.808], [-3.802, -1.951, -2.417], [-2.657, -3.204, -2.018], [-3.465, 0.337, -3.435], [0.444, 5.390, 1.008], [3.178, 6.894, 4.965], [-3.708, -1.689, -3.418], [5.352, 6.129, 4.502], [1.704, -4.335, -2.822], [-3.013, 1.247, -1.991], [-0.264, 3.240, 1.542], [-0.397, -5.397, 1.174], [-1.269, -0.969, -3.913], [-3.023, -4.681, -3.959], [1.258, -3.465, -3.275], [1.943, 5.075, 0.087], [5.002, 5.120, 4.733], [-4.565, -5.128, -2.783], [-5.094, 1.147, -2.303], [0.033, -4.336, -0.112], [-2.592, -5.649, -2.580], [-2.095, -4.525, 0.319], [6.698, -1.813, -1.156], [-2.603, -3.292, -0.273], [0.882, 2.744, 0.251], [6.166, -3.331, 1.239], [-0.639, -4.442, 0.726]], "forces_ev_per_angstrom": [[0.13, 0.17, -0.06], [0.19, -0.19, 0.01], [0.61, 0.13, 0.32], [-0.18, -0.09, -0.32], [-0.82, -1.21, -0.23], [-0.14, 0.38, -0.08], [0.25, 0.58, 0.24], [-0.04, 0.02, 0.00], [0.54, 0.24, 0.33], [0.73, 0.52, 0.57], [-0.16, 0.09, 0.66], [-0.05, 0.02, 0.02], [0.07, -0.20, -0.21], [0.22, -0.26, 0.12], [-0.03, 0.58, -0.64], [0.20, 0.42, 0.09], [-0.13, -0.03, -0.05], [0.07, 0.42, 0.20], [-0.02, 0.09, -0.87], [0.03, 0.01, 0.03], [-0.27, -0.17, 0.34], [-0.42, -0.18, 0.04], [-0.19, -0.02, -0.05], [-0.14, 0.34, -0.23], [0.33, -0.11, -0.46], [-0.33, -0.11, 0.78], [0.16, 0.02, 0.06], [-0.22, -0.22, 0.34], [-0.06, 0.21, 0.38], [-0.17, -1.11, -0.39], [0.18, 0.58, -0.38], [-0.10, -0.16, 0.48], [-0.01, -0.15, -0.01], [-0.08, -0.05, -0.02], [-0.02, 0.24, -0.04], [0.03, 0.03, 0.00], [0.88, 2.90, 1.29], [0.13, 0.03, 0.04], [0.05, -0.18, 0.01], [-0.22, -0.14, 0.46], [-0.27, 0.00, -0.21], [0.34, 0.23, -0.13], [-0.09, 0.00, 0.14], [-0.18, 0.52, 0.02], [-0.31, -2.06, -1.06], [0.20, -0.10, 0.02], [0.56, 0.29, 0.05], [0.02, 0.09, 0.02], [1.51, 0.09, 0.83], [-2.01, 0.07, 0.02], [0.07, -0.04, -0.34], [0.00, 0.03, -0.02], [-0.30, -0.57, 0.08], [-1.11, -0.47, -0.59], [-0.04, 0.03, 0.08], [0.46, -0.30, 0.12], [0.37, 0.24, 0.02], [-0.04, -0.04, -0.15], [0.16, -0.48, -0.04], [-0.58, -0.32, -0.55], [-0.03, 0.21, -0.44], [-0.28, -0.17, 0.64], [-0.09, 0.07, -0.04], [0.04, -0.30, 0.12], [-0.24, -0.29, -0.63], [0.34, 0.05, -0.69], [0.01, 0.25, -0.47], [0.15, -0.21, 0.15], [0.08, 0.29, 0.31], [-0.02, 0.01, 0.00], [0.50, -0.25, -0.61], [-0.13, -0.02, -0.03], [-0.02, 0.01, -0.02], [-0.03, -0.32, 0.67]]}